# 1
C13H3Cl3N4O4PdS2 | ωB97M-V/def2-TZVPD

```
30
Properties=species:S:1:pos:R:3
Pd 0.289 -0.032 -0.007
S -1.982 -0.362 0.693
C -2.435 0.168 -0.868
S -1.204 0.590 -1.925
C -3.798 0.229 -1.291
C -4.856 -0.127 -0.409
N -5.714 -0.414 0.309
C -4.153 0.642 -2.609
N -4.442 0.972 -3.676
O 4.347 -3.082 5.050
C 4.753 -2.768 3.943
O 5.748 -2.560 3.272
C 3.437 -2.226 3.069
C 2.540 -1.402 3.713
C 1.504 -0.909 2.939
N 1.368 -1.221 1.646
C 2.244 -2.039 1.066
C 3.326 -2.580 1.750
C 2.052 -2.365 -0.415
O 2.789 -3.208 -0.896
O 1.117 -1.703 -1.006
H 2.626 -1.164 4.764
H 0.747 -0.267 3.371
H 4.015 -3.226 1.226
Cl 5.267 0.916 1.312
C 4.589 1.155 -0.298
Cl 4.847 -0.268 -1.291
Cl 5.272 2.586 -1.053
C 3.133 1.336 -0.162
N 2.003 1.477 -0.056
```

Output
- Kohn-Sham gap (spin up / spin down): 7.85 / 5.29 eV
- Spin multiplicity: 5
- ΔE to the lowest compared entry with this formula, charge and spin: 0.0625 eV
- E: -3321.84898 a.u.
- Expectation value of S²: 6.06

***

# 2
C13H42BNO21 | ωB97M-V/def2-TZVPD

```
78
Properties=species:S:1:pos:R:3
C -1.601 -0.175 -0.345
C -2.460 1.099 -0.568
C -1.638 1.915 -1.579
C -2.372 3.135 -2.179
C -3.618 2.701 -2.814
C -4.602 2.015 -1.796
N -3.834 0.942 -1.073
O -4.642 0.081 -0.329
C -5.719 1.371 -2.673
C -5.291 3.102 -0.871
C -2.515 1.890 0.793
H -0.637 0.079 0.095
H -1.438 -0.477 -1.379
H -2.195 -0.955 0.132
H -1.275 1.300 -2.402
H -0.804 2.393 -1.065
H -1.599 3.650 -2.750
H -2.600 3.735 -1.297
H -3.353 2.017 -3.620
H -4.099 3.560 -3.283
H -5.376 0.526 -3.271
H -6.058 2.040 -3.464
H -6.623 1.119 -2.118
H -5.897 2.569 -0.139
H -6.011 3.629 -1.497
H -4.618 3.687 -0.244
H -2.025 2.854 0.657
H -1.967 1.455 1.629
H -3.517 2.224 1.062
O 2.646 0.142 -2.295
C 2.799 -0.266 -1.134
O 1.877 -0.122 -0.124
B 2.325 -0.826 1.060
O 3.620 -1.462 0.750
C 3.918 -1.206 -0.509
O 4.861 -1.631 -1.142
O 1.360 -1.857 1.424
C 0.620 -1.324 2.360
O -0.457 -1.802 2.682
C 1.331 -0.034 2.949
O 2.504 -0.038 2.263
O 1.032 0.637 3.890
O 1.382 1.357 -4.789
H 2.212 1.556 -5.223
H 1.533 1.575 -3.870
O -3.371 -1.112 2.646
H -2.607 -1.583 2.315
H -3.778 -0.736 1.866
O -2.759 -1.903 5.408
H -2.810 -1.802 4.457
H -3.339 -1.224 5.752
O 0.997 -3.924 -0.414
H 0.108 -3.768 -0.731
H 1.184 -3.177 0.154
O 7.364 -4.159 -0.427
H 6.965 -4.003 0.429
H 6.870 -3.601 -1.028
O 0.971 -1.652 -3.441
H 1.586 -1.071 -2.993
H 1.250 -1.637 -4.357
O 4.581 -1.862 -4.947
H 4.464 -2.190 -4.056
H 4.927 -0.976 -4.833
O -1.550 2.660 4.167
H -1.217 3.002 3.338
H -1.094 1.826 4.283
O 5.181 -0.922 3.271
H 4.771 -1.643 2.793
H 4.865 -1.019 4.169
O 0.435 -4.458 3.661
H -0.297 -3.920 3.358
H 1.207 -4.065 3.253
O 2.829 2.025 5.483
H 2.734 1.229 4.961
H 2.261 1.885 6.241
O 7.473 -1.840 -2.257
H 6.637 -1.497 -1.941
H 7.982 -1.062 -2.484
```

Output
- Kohn-Sham gap (spin up / spin down): 8.74 / 9.78 eV
- Charge: -1
- Spin multiplicity: 2
- E: -2180.43323 a.u.
- Expectation value of S²: 0.75

***

# 3
C13H42Ba2F3O11 | ωB97M-V/def2-TZVPD

```
71
Properties=species:S:1:pos:R:3
Ba 22.617 -10.905 20.309
Ba 25.569 -10.646 17.457
C 24.068 -7.952 20.087
O 22.979 -8.396 20.899
O 24.559 -8.993 19.398
C 23.710 -6.712 19.283
F 24.796 -6.295 18.625
F 22.745 -6.960 18.377
F 23.271 -5.753 20.073
C 22.828 -7.751 22.180
C 21.594 -8.307 22.828
H 21.388 -7.732 23.732
H 20.742 -8.231 22.153
H 21.740 -9.339 23.181
H 22.720 -6.676 22.070
H 23.721 -7.945 22.784
H 24.783 -7.563 20.837
C 19.393 -12.120 22.475
O 20.423 -12.074 21.426
H 18.413 -12.034 22.011
H 19.447 -13.059 23.015
H 19.534 -11.282 23.151
H 20.794 -12.964 21.423
C 24.578 -7.690 15.931
O 25.860 -8.346 16.051
H 24.634 -6.633 15.683
H 23.966 -8.200 15.185
H 24.035 -7.704 16.870
H 26.577 -7.719 15.905
C 20.534 -4.627 21.285
O 19.160 -4.486 21.003
H 20.998 -5.401 20.658
H 21.034 -3.674 21.139
H 20.742 -4.934 22.321
H 18.664 -5.120 21.526
C 28.439 -6.211 18.921
O 29.226 -5.444 19.775
H 27.958 -7.075 19.424
H 27.601 -5.622 18.533
H 29.013 -6.583 18.065
H 30.148 -5.694 19.672
C 21.441 -6.230 26.222
O 20.909 -5.167 25.458
H 22.122 -6.843 25.613
H 21.963 -5.894 27.123
H 20.616 -6.862 26.550
H 21.584 -4.836 24.857
C 19.193 -9.260 19.557
O 20.631 -9.451 19.293
H 18.946 -9.829 20.452
H 19.008 -8.213 19.779
H 18.605 -9.657 18.737
H 20.780 -9.101 18.407
C 26.941 -8.188 22.614
O 27.085 -9.246 21.653
H 26.275 -8.533 23.403
H 27.905 -7.947 23.060
H 26.550 -7.278 22.154
H 27.063 -8.882 20.766
C 24.306 -4.747 24.777
O 23.458 -4.777 23.626
H 23.718 -4.532 25.669
H 24.749 -5.734 24.950
H 25.074 -3.975 24.735
H 24.038 -4.960 22.882
C 25.597 -2.449 19.021
O 24.483 -2.559 19.894
H 25.748 -3.415 18.537
H 25.370 -1.744 18.213
H 26.487 -2.084 19.528
H 24.620 -2.076 20.712
```

Output
- Kohn-Sham gap: 4.28 eV
- Charge: +3
- ΔE to the lowest compared entry with this formula, charge and spin: 0.0000 eV
- E: -1697.72304 a.u.

***

# 4
C13H42N8O7 | ωB97M-V/def2-TZVPD

```
70
Properties=species:S:1:pos:R:3
C 1.057 3.062 1.845
O -0.001 3.658 1.071
C -0.767 2.843 0.204
C -1.765 3.791 -0.508
C -2.905 4.229 0.428
N -2.310 3.194 -1.675
H 0.810 2.019 2.043
H 1.129 3.506 2.838
H 2.005 3.194 1.322
H -0.216 2.344 -0.593
H -1.241 2.072 0.811
H -1.231 4.623 -0.966
H -2.730 4.405 1.489
H -3.565 3.376 0.585
H -3.567 5.028 0.095
H -1.714 3.263 -2.488
H -2.986 3.909 -1.902
C 2.392 -1.215 3.097
O 0.992 -1.207 2.942
C 0.278 -1.510 4.119
C -1.181 -1.456 3.640
C -1.777 -0.115 3.412
N -1.961 -2.137 4.723
H 2.800 -0.733 3.986
H 2.900 -0.764 2.244
H 2.677 -2.249 3.293
H 0.584 -2.525 4.372
H 0.519 -0.895 4.987
H -1.301 -2.043 2.730
H -1.678 0.497 4.309
H -2.823 -0.080 3.106
H -1.247 0.507 2.690
H -2.799 -2.527 4.316
H -1.592 -3.024 5.035
N 0.607 1.425 -2.773
C 0.245 1.865 -3.904
N -0.207 3.102 -3.692
O 0.498 1.379 -5.022
H 1.155 0.582 -2.861
H 0.258 1.932 -1.972
H 0.302 3.480 -2.906
H -0.136 3.554 -4.592
N 2.823 -0.738 -3.610
C 3.503 -1.439 -2.751
N 4.422 -0.711 -2.132
O 3.393 -2.636 -2.728
H 2.294 -1.158 -4.361
H 3.033 0.237 -3.771
H 5.111 -1.149 -1.537
H 4.378 0.257 -2.417
N 0.015 -5.573 -2.163
C 1.268 -5.246 -1.825
N 1.411 -4.111 -1.216
O 2.230 -5.877 -2.109
H 0.039 -6.205 -2.950
H -0.860 -5.204 -1.818
H 0.633 -3.494 -1.033
H 2.336 -3.754 -1.020
C -3.396 -0.698 0.159
O -2.401 0.112 -0.495
H -4.080 -1.218 -0.511
H -2.811 -1.411 0.740
H -3.931 -0.066 0.868
H -2.805 0.895 -0.876
C 1.003 -0.789 -0.289
O -0.136 -1.438 -0.976
H 1.698 -0.237 -0.922
H 0.676 -0.242 0.595
H 1.537 -1.622 0.169
H -0.889 -0.847 -0.896
```

Output
- Kohn-Sham gap: 8.85 eV
- ΔE to the lowest compared entry with this formula, charge and spin: 0.0000 eV
- E: -1485.17201 a.u.
- SMILES: COC[C@H](C)N.COC[C@H](C)N.NC(N)=O.NC(N)=O.NC(N)=O.CO.CO